No. 1
C8H7CaF3N2O | ωB97M-V/def2-TZVPD

Last column: Löwdin charge in e.
Positions of all 22 atoms, in Å:
C 1.66132 -2.02045 0.64096  0.11
C 1.10702 -1.27365 -0.33258  -0.18
C -0.45428 -1.19789 -0.36005  -0.21
C -0.86713 -1.52056 -1.82686  -0.18
N -1.26457 -1.61950 -2.90070  0.06
C -1.06996 0.21586 0.01713  -0.18
C -2.57589 -0.02381 0.25948  -0.17
N -3.61390 -0.26993 0.62664  0.22
C -0.46248 0.86544 1.32859  -0.09
O -0.19958 2.26203 1.19984  0.09
C 0.82075 2.53661 0.34101  -0.64
F 0.38994 2.76228 -0.94908  0.12
F 1.36450 3.70069 0.73621  0.19
F 1.82336 1.62514 0.33754  0.15
H 1.01357 -2.33971 1.49041  0.12
H 2.73377 -2.28669 0.67308  0.11
H 1.73963 -0.70056 -1.06092  0.10
H -0.88673 -1.97220 0.32315  0.18
H -1.01883 0.87513 -0.87979  0.13
H -1.25514 0.77109 2.11077  0.16
H 0.40265 0.28732 1.74124  0.14
Ca 0.45778 -0.69904 -3.49819  1.75

Summary:
Total charge: +2
Kohn-Sham gap: 8.15 eV

No. 2
C24H34F5N2O6PdS2Te | ωB97M-V/def2-TZVPD

Last column: Mulliken spin population.
Positions of all 75 atoms, in Å:
Pd 11.40485 10.78403 15.36496  1.58
C 11.73302 16.07138 16.49002  0.00
N 11.87604 14.98616 15.50396  0.01
C 12.67478 15.38204 14.32972  0.00
C 11.60691 13.73161 15.81060  0.01
O 11.93924 12.75358 15.09187  0.10
C 10.75130 13.36988 17.09476  0.00
O 10.01795 12.17911 16.71811  0.05
C 8.91312 12.54495 15.84865  -0.01
C 8.72208 11.51292 14.75473  0.02
O 9.45496 10.51410 14.67891  0.11
N 7.68696 11.71782 13.89307  0.02
C 7.53358 10.75274 12.81007  0.00
C 6.91313 12.98659 13.89156  0.00
H 12.60873 16.04602 17.13233  0.00
H 11.59663 16.99670 15.94287  0.00
H 10.86136 15.97917 17.09179  0.00
H 12.19865 16.26272 13.88575  0.00
H 13.70254 15.47651 14.62059  0.00
H 12.60316 14.58754 13.57509  0.00
H 11.37525 13.12428 17.95420  0.00
H 9.95568 14.14829 17.23502  0.00
H 8.00099 12.58073 16.45945  0.00
H 9.15308 13.53614 15.46108  0.00
H 6.85792 11.04902 12.03161  0.00
H 8.51961 10.54312 12.39811  0.00
H 7.20330 9.76824 13.13791  0.00
H 7.27729 13.62294 13.10899  0.00
H 5.83684 12.76029 13.71905  0.00
H 7.07780 13.38831 14.84869  0.00
O 16.42197 8.68366 10.01827  0.28
S 16.68558 7.41396 10.61289  0.35
C 15.74232 6.17917 9.70808  0.07
C 16.17666 6.30322 8.19271  0.04
C 14.93595 6.65652 7.37512  0.01
C 14.38698 7.99338 7.84163  0.11
S 13.28316 8.68608 6.50359  0.25
O 12.45927 9.66942 7.25447  0.52
C 14.40938 9.56138 5.47177  0.07
C 15.06726 8.63639 4.65379  0.04
C 16.20879 9.04474 4.00038  0.00
C 16.61197 10.35567 4.10047  0.02
C 15.84930 11.30718 4.82897  0.00
C 14.77478 10.88675 5.63087  0.01
C 18.36259 6.97502 10.63187  0.09
C 18.74219 5.70833 11.08137  0.09
C 20.09505 5.46478 11.30500  -0.03
C 21.01384 6.43598 11.03042  0.08
C 20.63365 7.68081 10.51544  0.00
C 19.27374 7.95312 10.28143  0.03
H 14.70273 6.47069 9.95783  0.00
H 15.89445 5.19221 10.12033  0.00
H 16.73118 5.45710 7.85126  0.01
H 16.92154 7.07077 8.00473  0.00
H 14.24367 5.85428 7.53234  0.00
H 15.13256 6.68025 6.29220  0.00
H 15.13272 8.79528 7.84907  0.00
H 13.82283 7.99428 8.76430  0.00
H 14.66371 7.64842 4.51904  -0.01
H 16.79064 8.35338 3.37299  0.00
H 17.47845 10.74720 3.53993  0.00
H 16.01840 12.34462 4.85970  0.00
H 14.21998 11.51407 6.33250  0.00
H 17.98404 4.96458 11.34270  0.00
H 20.36680 4.53074 11.79894  0.00
H 22.08929 6.28299 11.29500  0.00
H 21.36393 8.46202 10.37842  0.00
H 18.96498 8.93475 9.96600  0.00
F 13.12335 7.86554 12.26697  0.01
Te 13.52384 8.18862 14.09103  0.01
F 14.93729 9.19779 13.34282  0.00
F 13.93826 8.58058 15.89187  0.00
F 14.78978 6.82868 14.26800  0.00
F 12.27111 6.98363 14.90003  0.00
O 12.29973 9.52236 13.96184  0.10

Summary:
Multiplicity: 5
Total charge: +3
Kohn-Sham gap (spin up / spin down): 9.41 / 5.46 eV
ΔE to the lowest compared entry with this formula, charge and spin: 0.0 kcal/mol

No. 3
C54H45N4O3PRuS3 | ωB97M-V/def2-TZVPD

Last column: Mulliken spin population.
Positions of all 111 atoms, in Å:
Ru 2.26117 0.01256 0.04510  1.38
N 1.20467 -1.51824 -0.49090  0.68
S 0.09137 -2.01034 -1.41420  -0.01
N -0.35963 -1.05784 -2.63950  0.01
S -1.51473 0.02436 -2.64040  0.01
N -1.37693 1.17866 -1.57230  0.04
S -0.02893 2.03956 -1.30570  -0.01
N 0.92937 1.32646 -0.36470  0.57
C 0.78857 2.43596 -2.87250  0.04
C 1.83127 1.64686 -3.32540  -0.02
C 2.45817 1.99956 -4.51220  -0.01
C 2.04687 3.12536 -5.21170  0.00
C 1.00077 3.90266 -4.73800  0.00
C 0.36177 3.56206 -3.55500  0.00
C -0.62873 3.56126 -0.56160  0.03
C -1.93203 3.98146 -0.77060  0.00
C -2.33483 5.19296 -0.23000  0.00
C -1.43863 5.96196 0.49900  0.00
C -0.13023 5.53366 0.68240  0.00
C 0.28587 4.32436 0.14810  0.01
C -3.10493 -0.73634 -2.35530  0.00
C -3.96183 -0.31704 -1.35220  0.00
C -5.20823 -0.91754 -1.25720  0.00
C -5.57753 -1.91094 -2.15430  0.00
C -4.70313 -2.31914 -3.15450  0.00
C -3.45563 -1.72834 -3.26170  0.00
C -1.57513 0.76736 -4.25990  0.00
C -0.76153 0.40266 -5.31710  0.00
C -0.94043 1.04726 -6.53270  0.00
C -1.91113 2.02976 -6.67290  0.00
C -2.71983 2.38096 -5.59860  0.00
C -2.55603 1.74396 -4.38210  0.00
C 0.61607 -3.57484 -2.13340  0.05
C 0.91857 -4.59344 -1.23960  0.00
C 1.29787 -5.82654 -1.74650  0.00
C 1.38517 -6.01444 -3.11970  0.01
C 1.09697 -4.97694 -3.99440  0.00
C 0.70997 -3.73784 -3.50370  0.00
C -1.30913 -2.34394 -0.32650  0.04
C -1.45503 -1.54054 0.79170  0.05
C -2.50133 -1.80164 1.66200  0.00
C -3.36243 -2.86384 1.41430  0.01
C -3.18703 -3.66894 0.29790  0.01
C -2.15163 -3.41094 -0.58800  -0.02
H 2.15837 0.78216 -2.75760  0.01
H 3.27837 1.40016 -4.87440  0.00
H 2.55987 3.40596 -6.11920  0.00
H 0.69077 4.78586 -5.27410  0.00
H -0.43863 4.17166 -3.16770  0.00
H -2.60703 3.36556 -1.34180  0.00
H -3.34143 5.54636 -0.39150  0.00
H -1.75273 6.90466 0.91870  0.00
H 0.57317 6.15496 1.21430  0.00
H 1.30057 3.97206 0.26050  -0.01
H -3.65423 0.46796 -0.68090  0.00
H -5.90293 -0.59324 -0.49830  0.00
H -6.55593 -2.36284 -2.08470  0.00
H -5.00013 -3.07684 -3.86240  0.00
H -2.76683 -2.01224 -4.04250  0.00
H -0.01953 -0.36784 -5.18890  0.00
H -0.32973 0.77096 -7.37750  0.00
H -2.04623 2.52326 -7.62370  0.00
H -3.48293 3.13446 -5.71030  0.00
H -3.18573 1.97786 -3.53760  0.00
H 0.85367 -4.41794 -0.17760  0.00
H 1.52467 -6.63534 -1.06980  0.00
H 1.68807 -6.97434 -3.50810  0.00
H 1.17157 -5.12854 -5.06030  0.00
H 0.47767 -2.91384 -4.15780  0.00
H -0.73713 -0.74524 0.96830  0.00
H -2.63453 -1.18404 2.53630  0.00
H -4.16613 -3.07184 2.10300  0.00
H -3.84333 -4.50714 0.11990  0.00
H -1.99133 -4.03314 -1.45430  0.00
O 3.65857 -0.29474 -1.16160  0.50
O 3.97277 -0.79474 -0.00730  0.50
O 1.84047 -0.00904 2.21790  0.11
P 1.94597 -0.04604 3.71710  0.00
C 2.07217 1.65536 4.36020  0.00
C 2.42077 1.92296 5.68180  0.00
C 2.36897 3.22906 6.13990  0.00
C 2.01057 4.25056 5.27090  0.00
C 1.67057 3.97556 3.95180  0.00
C 1.73417 2.67756 3.47660  0.00
C 3.49617 -0.83204 4.31190  0.01
C 3.46957 -1.55714 5.49550  0.00
C 4.63407 -2.18454 5.91320  0.00
C 5.81137 -1.99824 5.20350  0.00
C 5.83297 -1.26124 4.02990  0.00
C 4.67057 -0.64094 3.59270  0.00
C 0.51967 -0.93434 4.38180  0.01
C -0.34963 -0.39054 5.32460  0.00
C -1.44073 -1.13534 5.74160  0.00
C -1.64863 -2.41764 5.24850  0.00
C -0.77353 -2.95944 4.31300  0.00
C 0.30997 -2.22084 3.87910  0.00
H 2.73137 1.12946 6.34640  0.00
H 2.63237 3.44706 7.16380  0.00
H 2.03147 5.27476 5.61740  0.00
H 1.35657 4.77136 3.29280  0.00
H 1.48907 2.44246 2.44590  -0.01
H 2.55507 -1.68634 6.05490  0.00
H 4.60647 -2.80374 6.79880  0.00
H 6.73737 -2.39694 5.60270  0.00
H 6.75267 -1.12684 3.47950  0.00
H 4.68737 -0.03904 2.69120  -0.01
H -0.18483 0.60296 5.71610  0.00
H -2.13813 -0.71194 6.44890  0.00
H -2.49063 -2.99604 5.59590  0.00
H -0.92943 -3.96244 3.94740  0.00
H 1.01837 -2.63044 3.16970  0.00

Summary:
Multiplicity: 5
Total charge: +4
Kohn-Sham gap (spin up / spin down): 4.24 / 2.85 eV
ΔE to the lowest compared entry with this formula, charge and spin: 46.4 kcal/mol

No. 4
C2H6N4O2 | ωB97M-V/def2-TZVPD

Last column: Löwdin charge in e.
Positions of all 14 atoms, in Å:
C 0.57722 0.18224 0.09642  -0.41
C -1.62335 0.62059 0.77688  -0.31
H -1.43019 -0.92156 -1.03929  0.06
H 1.16779 -0.82394 -1.54091  0.15
H 1.96727 1.16472 1.09677  0.14
H 2.76988 -0.94298 0.41774  0.13
H -2.19785 0.90962 1.67628  0.11
H -3.21636 0.47576 -0.23721  0.05
N 0.40938 -0.66825 -0.91280  0.02
N 1.84143 0.73651 0.18543  -0.01
N -0.27838 0.60900 0.98298  0.09
N -2.21818 0.36022 -0.32601  0.05
O -0.62445 -1.55603 -1.00578  -0.04
O 2.85578 -0.14591 -0.17050  -0.05

Summary:
Total charge: 0
Kohn-Sham gap: 9.79 eV
ΔE to the lowest compared entry with this formula, charge and spin: 76.8 kcal/mol
SMILES: [H]/N=C/N=C(NO)NO